Entry from OMol25: C15H25AsBrHfIN2O4 as an isolated structure in a non-equilibrium geometry (the ωB97M-V functional and the def2-TZVPD basis).

```
! wB97M-V def2-TZVPD RIJCOSX def2/J DEFGRID3
* xyz 2 1
Hf 0.41452 -0.16579 -2.07794
N -0.68788 -0.20043 -4.26908
C -0.35312 1.01310 -5.11684
C -0.49746 2.33122 -4.30678
C 0.03972 1.94840 -2.98409
O 1.27485 1.57100 -2.84934
O -0.75372 1.54526 -2.05026
H -0.51359 -1.03119 -4.83297
H -1.69773 -0.19451 -4.11999
H -0.98955 1.04882 -5.99655
H 0.67839 0.90263 -5.43823
H -1.53096 2.65271 -4.20956
H 0.10150 3.10630 -4.78189
O 2.32941 -1.03980 -2.48384
N 1.88523 -2.23300 -2.38996
O 0.59938 -2.24458 -2.36395
Br -2.20880 -3.72739 1.42733
C -2.71834 -1.96821 1.81652
C -3.11469 -1.66993 3.11757
C -3.53417 -0.38957 3.44834
C -3.57956 0.61476 2.49186
C -3.19634 0.34279 1.18641
C -2.76597 -0.94188 0.88120
I -2.28379 -1.30067 -1.09306
H -3.10485 -2.45424 3.86253
H -3.84229 -0.18229 4.46460
H -3.92517 1.60672 2.75083
H -3.24377 1.11076 0.42707
C 3.33859 1.78495 0.29980
C 3.08855 0.32824 0.66356
As 1.24907 -0.21849 0.46102
C 0.23705 0.88130 1.67705
C 0.88915 1.13258 3.03365
C 1.28694 -2.05167 1.08619
C 1.18724 -2.20699 2.59730
H 4.40109 2.01000 0.38651
H 2.80576 2.46905 0.96086
H 3.04354 2.01068 -0.72628
H 3.34540 0.11560 1.70036
H 3.66633 -0.34413 0.03004
H -0.73995 0.40951 1.77035
H 0.08531 1.81950 1.14091
H 0.78633 0.28309 3.70172
H 0.39998 1.98579 3.50467
H 1.94708 1.37615 2.95434
H 2.23488 -2.44402 0.71183
H 0.48548 -2.59217 0.58703
H 1.96680 -1.65895 3.12437
H 1.29710 -3.26159 2.85300
H 0.21701 -1.87942 2.97181
*
```

## Properties
largest force on an atom	1.17	eV/A
HOMO level	-14.86	eV
Kohn-Sham gap	7.0	eV

Atomic charges from the Löwdin analysis, expressed in e, are listed below: 1.40, -0.03, -0.14, -0.04, -0.56, -0.06, -0.14, 0.12, 0.10, 0.14, 0.13, 0.14, 0.15, -0.18, -0.03, -0.28, 0.82, -0.75, -0.10, -0.03, -0.05, -0.16, -0.72, 1.18, 0.12, 0.13, 0.12, 0.11, -0.13, -0.39, 1.13, -0.38, -0.12, -0.40, -0.14, 0.09, 0.07, 0.06, 0.08, 0.08, 0.04, 0.08, 0.07, 0.09, 0.07, 0.08, 0.02, 0.08, 0.09, 0.06

Entry from OMol25: one molecule with the formula C15H25BrN2 (the ωB97M-V functional and the def2-TZVPD basis).

```
! wB97M-V def2-TZVPD RIJCOSX def2/J DEFGRID3
* xyz 0 1
C -2.66476 -2.71557 -1.18422
H -2.61057 -3.73450 -1.55843
H -3.64142 -2.56978 -0.72865
H -2.56820 -2.03479 -2.02702
C -1.54089 -2.48447 -0.16697
N -1.43207 -1.14376 0.38124
C -1.04617 -0.14551 -0.60056
H -0.43287 -0.64308 -1.35406
C -0.20666 0.96400 0.06532
N 0.64653 1.74610 -0.81435
C 1.78593 0.99922 -1.32609
C 2.65031 0.50448 -0.20103
C 3.10922 1.42444 0.73809
C 3.90488 1.03820 1.79886
C 4.26622 -0.29179 1.94332
C 3.82447 -1.22533 1.02539
C 3.02298 -0.82172 -0.03054
Br 2.45633 -2.17358 -1.25386
H 4.09528 -2.26546 1.12622
H 4.88879 -0.60533 2.76735
H 4.24567 1.77254 2.51289
H 2.81110 2.45452 0.61849
H 2.38013 1.69143 -1.93473
H 1.48687 0.16679 -1.98221
C -0.05529 2.44117 -1.88147
C -1.10217 3.41464 -1.35356
H -0.67123 4.03425 -0.57158
H -1.96679 2.89291 -0.95255
H -1.43953 4.05714 -2.16329
H -0.52571 1.74224 -2.59410
H 0.69879 3.01163 -2.43352
H -0.85560 1.66573 0.59173
H 0.43353 0.48911 0.81255
H -1.91904 0.29436 -1.11120
C -2.56904 -0.71208 1.17730
C -2.79919 -1.58975 2.40237
H -1.85869 -1.74725 2.92361
H -3.49567 -1.09712 3.07686
H -3.21713 -2.55556 2.13153
H -2.34531 0.30064 1.52092
H -3.49743 -0.65892 0.58050
H -0.58212 -2.71483 -0.63972
H -1.66354 -3.17536 0.66917
*
```

## Properties
energy above the lowest of the compared OMol25 structures with the same formula, charge and spin	5.3	kJ/mol
largest force on an atom	0.36	eV/A
SMILES string	CCN(CC)CCN(CC)Cc1ccccc1Br
HOMO level	-7.98	eV
Kohn-Sham gap	8.8	eV

Atomic charges from the Löwdin analysis, expressed in e, are listed below: -0.08, 0.07, 0.06, 0.07, -0.25, -0.19, -0.19, 0.10, -0.16, -0.18, -0.19, -0.26, -0.03, -0.08, -0.09, -0.13, -0.59, 0.78, 0.10, 0.10, 0.10, 0.12, 0.13, 0.07, -0.26, -0.09, 0.08, 0.06, 0.07, 0.12, 0.11, 0.11, 0.12, 0.12, -0.26, -0.09, 0.08, 0.07, 0.06, 0.11, 0.11, 0.08, 0.10

Entry from OMol25: one molecule with the formula C15H25ClNO4P in a non-equilibrium geometry (the ωB97M-V functional and the def2-TZVPD basis).

```
! wB97M-V def2-TZVPD RIJCOSX def2/J DEFGRID3
* xyz 0 1
C 0.15495 2.09409 3.95922
C -0.71490 1.82038 3.18420
C -1.74623 1.48817 2.21329
C -1.12066 0.67918 1.04143
C -0.21507 1.65361 0.22566
O 1.10918 1.19842 0.33642
C 2.09538 2.12424 -0.05916
C 2.93989 1.52756 -1.23096
O 2.80477 0.12382 -1.29485
C 3.83648 -0.56988 -0.63662
C 3.70826 -2.04418 -0.93539
O -0.35723 -0.31194 1.71590
C -0.13804 -1.41441 0.85761
P 0.04440 -2.99999 1.75624
N -1.19434 -3.62565 2.48679
C -1.15249 -1.26547 -0.30667
Cl -1.96690 -2.77487 -0.72937
C -2.07844 -0.14336 0.21070
C -2.99221 0.58947 -0.80195
C -2.76575 0.14393 -2.22430
C -3.95184 0.59057 -3.22012
O -3.50705 -0.83141 -2.68157
H 1.10316 2.28121 4.40341
H -2.52421 0.89850 2.69620
H -2.15732 2.42177 1.83257
H -0.28646 2.67080 0.61006
H -0.56488 1.65581 -0.81696
H 1.67881 3.09024 -0.33824
H 2.75854 2.26530 0.79789
H 2.50958 1.90580 -2.15721
H 3.98303 1.82369 -1.13863
H 4.83089 -0.24570 -0.96246
H 3.80281 -0.43389 0.45158
H 3.71752 -2.23634 -2.00582
H 4.53525 -2.59432 -0.48958
H 2.78557 -2.46567 -0.53818
H 0.85225 -1.21163 0.42032
H 1.08288 -2.72391 2.67059
H 0.64100 -3.83784 0.78971
H -2.00337 -3.03317 2.33362
H -0.54735 -0.89027 -1.12810
H -2.77851 -0.69462 0.84207
H -4.03875 0.33799 -0.68479
H -2.79518 1.65860 -0.85400
H -1.75947 0.20655 -2.62807
H -4.47938 0.12666 -4.05511
H -3.13859 0.97218 -3.91737
*
```

## Properties
energy above the lowest of the compared OMol25 structures with the same formula, charge and spin	0.0	kJ/mol
largest force on an atom	2.37	eV/A
SMILES string	C#CC[C@@]1(COCCOCC)O[C@@H]([PH2]=N)[C@@H](Cl)[C@@H]1C[C@@H]1CO1
HOMO level	-8.41	eV
Kohn-Sham gap	8.8	eV

Atomic charges from the Löwdin analysis, expressed in e, are listed below: 0.13, -0.13, -0.10, -0.39, -0.11, -0.13, -0.15, -0.17, -0.15, -0.29, -0.07, -0.09, -0.46, 0.72, -0.32, -0.60, 0.71, -0.23, -0.07, -0.40, 0.00, -0.08, 0.03, 0.13, 0.13, 0.13, 0.13, 0.12, 0.12, 0.12, 0.12, 0.12, 0.13, 0.08, 0.08, 0.06, 0.10, 0.01, 0.00, -0.05, 0.11, 0.15, 0.13, 0.13, 0.14, 0.11, 0.07

Entry from OMol25: a 3-piece molecular cluster, C15H25F3INO12 overall in a non-equilibrium geometry (the ωB97M-V functional and the def2-TZVPD basis).

```
! wB97M-V def2-TZVPD RIJCOSX def2/J DEFGRID3
* xyz 0 1
C 0.63549 -1.73496 -1.29184
C -0.28525 -0.81614 -0.26337
O -1.64326 -0.79124 -0.83842
C -2.36663 0.44483 -0.47719
C -3.97633 0.41739 -0.83792
C -4.69403 1.42838 0.28601
O -3.83543 2.61622 0.59378
N -4.61476 3.57172 1.14765
O -4.75316 3.40679 2.34897
C -4.56802 -1.07829 -0.52607
C -6.21674 -1.14731 -0.39813
O -6.93761 -0.38964 -1.43122
C -6.83230 -2.66543 -0.38564
F -5.91606 -3.72387 -0.86727
F -8.00475 -2.67242 -1.33848
F -7.39287 -3.09017 0.92870
O -4.32324 0.97840 -2.14825
C -4.22920 -0.00202 -3.23695
O -3.20245 -0.85456 -3.44606
I -5.86135 -0.15316 -4.75249
H 1.58195 -1.15541 -1.70709
H -0.03005 -1.98577 -2.25004
H 0.91875 -2.77676 -0.81766
H -0.36635 -1.45351 0.73926
H 0.19928 0.23835 -0.10125
H -2.22523 0.56571 0.70215
H -1.90124 1.42626 -0.96800
H -5.05646 0.85841 1.24159
H -5.66921 1.89200 -0.22275
H -4.12637 -1.93212 -1.23445
H -4.16400 -1.36840 0.55995
H -6.51114 -0.66093 0.65135
H -7.11803 0.55737 -1.15759
C 0.99470 3.73368 2.71101
O 2.37375 3.56933 3.03591
C 2.89104 2.36587 2.68200
O 2.28626 1.45904 2.13175
O 4.19802 2.34609 3.04647
C 4.87621 1.13098 2.73364
H 0.68680 4.73049 3.03847
H 0.84204 3.66433 1.62914
H 0.38324 2.99406 3.23792
H 4.87860 0.95754 1.65269
H 4.41985 0.28734 3.26143
H 5.91252 1.22638 3.06893
C 6.56724 0.15657 -2.46170
O 7.31269 -1.03115 -2.20102
C 7.39181 -1.36360 -0.88787
O 6.89312 -0.74576 0.03974
O 8.12208 -2.50275 -0.78551
C 8.28952 -2.97453 0.55004
H 6.56934 0.32666 -3.54186
H 5.52925 0.04074 -2.13349
H 7.03423 1.01968 -1.97637
H 7.32038 -3.21541 0.99867
H 8.82531 -2.23655 1.15574
H 8.88808 -3.88876 0.51296
*
```

## Properties
largest force on an atom	9.43	eV/A
SMILES string	CCOC[C@](CON=O)(C[C@@H](O)C(F)(F)F)OC(=O)I.COC(=O)OC.COC(=O)OC
HOMO level	-9.92	eV
Kohn-Sham gap	9.0	eV

Atomic charges from the Löwdin analysis, expressed in e, are listed below: -0.10, -0.23, -0.24, -0.12, -0.31, -0.07, -0.16, -0.04, 0.05, -0.04, -0.19, -0.11, -0.17, 0.02, 0.00, 0.01, -0.10, -0.64, -0.09, 0.82, 0.08, 0.09, 0.08, 0.13, 0.13, 0.15, 0.16, 0.14, 0.15, 0.15, 0.16, 0.17, 0.12, -0.05, -0.01, -0.56, 0.10, -0.01, -0.05, 0.09, 0.10, 0.10, 0.09, 0.10, 0.10, -0.05, -0.01, -0.56, 0.10, -0.01, -0.05, 0.09, 0.10, 0.10, 0.10, 0.10, 0.09

Entry from OMol25: C15H25N6O5S2Yb as an isolated structure in a non-equilibrium geometry (the ωB97M-V functional and the def2-TZVPD basis).

```
! wB97M-V def2-TZVPD RIJCOSX def2/J DEFGRID3
* xyz 2 2
Yb 2.02458 2.30723 0.12658
N 1.87109 0.43338 1.66695
C 1.52010 -0.83671 0.90183
C 1.91016 -2.11587 1.54172
C 1.03822 -2.56696 2.69997
C -0.36019 -3.14434 2.23135
N -0.32663 -4.37825 1.43127
C -0.14087 -4.41115 0.10774
N -0.44845 -3.40100 -0.68108
N 0.38243 -5.48175 -0.47800
C 2.02548 -0.69528 -0.55456
O 2.02568 -1.64106 -1.29404
O 2.25638 0.51309 -0.97377
H 2.79825 0.26039 2.04598
H 1.28690 0.47536 2.53814
H 0.43478 -0.74586 0.76730
H 2.95794 -2.02032 1.78761
H 1.93875 -2.82931 0.73323
H 0.72642 -1.71584 3.35038
H 1.50083 -3.30446 3.39033
H -0.95694 -2.37785 1.70820
H -0.89662 -3.37234 3.17405
H -0.23393 -5.25641 1.91587
H -1.17135 -2.70533 -0.46414
H 0.06910 -3.33444 -1.54471
H 0.94051 -6.16396 0.00082
H 0.18647 -5.66976 -1.43545
O -6.26087 -1.17606 -0.29812
C -5.11552 -1.39181 -1.06419
N -4.30837 -0.15387 -1.15761
C -3.00600 -0.06137 -0.82516
O -2.37216 -1.04205 -0.43384
C -2.36844 1.29817 -0.97240
C -2.81929 2.37031 -1.75973
C -1.96864 3.49494 -1.89788
C -0.71695 3.50955 -1.31186
N -0.27996 2.47884 -0.56914
C -1.13464 1.47344 -0.35815
H -6.07739 -1.11152 0.63028
H -5.45748 -1.66893 -2.02700
H -4.41612 -2.04608 -0.58355
H -4.90636 0.64250 -1.39628
H -3.80675 2.39766 -2.30023
H -2.33145 4.35686 -2.46546
H -0.03117 4.31896 -1.49151
H -0.77391 0.64625 0.25290
C 5.00056 6.49015 -1.05118
O 4.41126 5.95250 0.11922
C 3.66999 4.93544 0.05086
S 2.98066 4.26825 -1.36778
S 3.29894 4.22047 1.57272
H 4.28134 6.70506 -1.79504
H 5.77423 5.79648 -1.42598
H 5.37538 7.47468 -0.76745
*
```

## Properties
energy above the lowest of the compared OMol25 structures with the same formula, charge and spin	44.1	kJ/mol
⟨S²⟩	0.75
largest force on an atom	2.52	eV/A
HOMO level (alpha / beta)	-14.13 / -14.14	eV
Kohn-Sham gap (alpha / beta)	8.4 / 8.1	eV

Atomic charges from the Löwdin analysis, expressed in e, are listed below: 1.43, -0.02, -0.29, -0.16, -0.13, -0.14, 0.11, -0.45, 0.24, 0.23, -0.60, 0.10, -0.19, 0.10, 0.12, 0.12, 0.13, 0.11, 0.12, 0.13, 0.11, 0.14, 0.16, 0.10, 0.13, 0.14, 0.13, 0.01, -0.20, 0.12, -0.41, 0.02, -0.08, 0.05, 0.00, -0.11, -0.06, -0.07, 0.09, 0.13, 0.11, 0.15, 0.15, 0.13, 0.09, 0.10, -0.04, -0.14, -1.28, 0.56, 0.53, 0.07, 0.12, 0.12